# 1
Computed, not measured: a molecular structure, C30H34F11N4O9S4Si2Ta, with the ωB97M-V functional and the def2-TZVPD basis.

```
! RIJCOSX wB97M-V def2-TZVPD def2/J DEFGRID3
* xyz 0 1
Ta -0.2808 0.9834 0.1460
O -1.8376 3.8517 -5.2182
C -1.6044 3.2981 -4.1905
C -1.0319 1.8636 -4.0268
O -0.7371 1.0913 -4.9021
C -0.9241 1.7247 -2.5853
C -1.2730 2.8226 -1.8912
O -1.0815 2.7540 -0.5911
C -1.7800 3.8953 -2.7632
O -2.2323 4.9690 -2.4838
O -0.4392 0.7372 -1.8318
C -2.0856 -0.4241 3.9413
Si -2.2640 -1.2807 2.2673
C -1.0786 -2.7321 2.2453
C -3.9256 -2.1445 2.4031
C -2.2441 0.0259 0.8039
C -2.5886 1.2632 1.5609
C -3.7941 1.6812 2.1225
C -3.8063 2.8420 2.8683
C -2.6355 3.5804 3.0434
C -1.4859 3.1487 2.4246
N -1.4932 2.0242 1.7027
Si -3.5013 -0.2730 -0.6248
C -5.1761 -1.0031 -0.1772
C -2.8335 -1.4444 -1.9176
C -3.9850 1.3965 -1.3624
H -3.0224 -0.5460 4.4917
H -1.8466 0.6371 3.9251
H -1.2964 -0.9126 4.5123
H -1.3406 -3.3067 3.1401
H -0.0294 -2.4563 2.3179
H -1.2101 -3.3846 1.3812
H -3.8869 -2.6838 3.3547
H -4.0950 -2.8822 1.6195
H -4.7856 -1.4763 2.4442
H -4.6859 1.0841 1.9907
H -4.7267 3.1773 3.3287
H -2.6233 4.4841 3.6343
H -0.5505 3.6860 2.4874
H -5.1583 -2.0636 0.0607
H -5.7747 -0.8821 -1.0858
H -5.7038 -0.4777 0.6203
H -2.5969 -2.4154 -1.4749
H -1.9444 -1.0870 -2.4334
H -3.6230 -1.6032 -2.6576
H -3.4976 2.2591 -0.9094
H -5.0601 1.5343 -1.2281
H -3.7940 1.4210 -2.4372
F 4.7783 -3.6975 3.0678
C 3.8857 -2.7270 2.8933
C 3.8594 -2.0048 1.7162
F 4.7286 -2.2859 0.7429
C 2.9267 -0.9973 1.5448
F 2.9786 -0.3175 0.4116
C 1.9808 -0.6845 2.5088
S 0.7417 0.5683 2.3866
C 2.0515 -1.4168 3.6934
F 1.1995 -1.1646 4.6893
C 2.9779 -2.4233 3.8920
F 2.9976 -3.1053 5.0360
C 1.1247 -4.8890 -0.8656
C 2.1566 -3.8375 -0.4924
N 2.2564 -2.7665 -1.4833
C 1.5003 -1.6682 -1.5421
S 0.2589 -1.5030 -0.3261
N 1.7026 -0.8007 -2.5090
C 2.7280 -0.8972 -3.5450
C 2.3311 -1.8368 -4.6769
H 1.1038 -5.6759 -0.1113
H 1.3594 -5.3451 -1.8283
H 0.1305 -4.4454 -0.9276
H 3.1513 -4.2759 -0.4098
H 1.9154 -3.3888 0.4701
H 2.9199 -2.9008 -2.2294
H 1.0352 -0.0436 -2.5680
H 3.6781 -1.1643 -3.0786
H 2.8649 0.1120 -3.9255
H 2.2126 -2.8698 -4.3434
H 3.0945 -1.8217 -5.4542
H 1.3862 -1.5163 -5.1152
F 1.3636 5.5424 -1.1063
C 1.7372 4.6783 -0.1777
F 0.7173 4.4683 0.6569
F 2.7461 5.1741 0.5168
S 2.2125 3.0693 -1.0069
O 1.7323 2.0312 -0.0322
O 1.5134 3.0269 -2.2571
N 3.7262 3.2840 -1.0896
S 4.9289 2.2477 -1.2225
O 4.5129 0.9769 -1.7370
O 6.0410 2.9267 -1.7949
C 5.4321 1.9580 0.5668
F 5.5826 0.6558 0.7999
F 6.5898 2.5587 0.8044
F 4.5191 2.4352 1.4122
*
```

Its frontier orbital gap is 7.35 eV. The LUMO energy comes out at -1.69 eV.


# 2
Computed, not measured: 2 unconnected molecules or ions with the total composition C30H34F3NO4S, with the ωB97M-V functional and the def2-TZVPD basis.

```
! RIJCOSX wB97M-V def2-TZVPD def2/J DEFGRID3
* xyz 0 1
C -5.4309 3.3257 0.3099
C -4.6693 2.2455 -0.3994
C -4.0718 1.2217 0.3316
C -3.3341 0.2144 -0.2946
C -2.7980 -0.8709 0.5839
C -3.1063 0.2765 -1.6818
C -2.1894 -0.7138 -2.3774
C -2.8949 -2.0623 -2.5855
C -0.7844 -0.8690 -1.7103
C -0.1694 0.3611 -1.1904
C 1.2067 0.6428 -1.1881
C 1.6895 1.9422 -1.5864
C 0.7847 2.9228 -2.2676
C 3.0244 2.2674 -1.4186
C 3.9400 1.3550 -0.8813
C 5.3439 1.7756 -0.5921
C 3.5104 0.0408 -0.6642
C 2.1845 -0.3476 -0.8230
C 1.8042 -1.7714 -0.5577
C -3.7968 1.2437 -2.4397
C -3.7265 1.2688 -3.9409
C -4.5428 2.2263 -1.7922
H -5.8232 4.0529 -0.4086
H -6.2723 2.9036 0.8769
H -4.7876 3.8538 1.0281
H -4.1745 1.2070 1.4213
H -2.7981 -1.8550 0.1092
H -1.7819 -0.6387 0.9183
H -3.3876 -0.9448 1.5056
H -1.9961 -0.3279 -3.3871
H -3.8569 -1.8985 -3.0880
H -2.2978 -2.7359 -3.2122
H -3.1038 -2.5692 -1.6378
H -0.8494 -1.5641 -0.8582
H -0.1348 -1.3398 -2.4729
H -0.8537 1.1627 -0.9052
H 1.3503 3.8319 -2.5039
H 0.3904 2.5195 -3.2128
H -0.0705 3.2100 -1.6444
H 3.3679 3.2656 -1.7013
H 5.8995 0.9652 -0.1119
H 5.8675 2.0453 -1.5174
H 5.3739 2.6551 0.0643
H 4.2363 -0.7084 -0.3394
H 2.6956 -2.3623 -0.3145
H 1.1235 -1.8463 0.3033
H 1.3193 -2.2520 -1.4173
H -4.3709 2.0680 -4.3210
H -2.7114 1.4765 -4.3031
H -4.0635 0.3279 -4.3945
H -5.0309 3.0037 -2.3880
F -1.4285 1.3306 5.3261
C -0.2910 1.2624 4.6050
F -0.3256 2.2154 3.6428
F 0.7594 1.5014 5.4185
S -0.1372 -0.4522 3.8465
C 1.1456 -0.3284 2.6788
C 2.1398 -1.3385 2.7114
C 3.5183 -1.0788 2.3862
C 4.3908 -2.1137 2.1235
C 3.9240 -3.4534 2.1918
N 4.5165 -4.4744 1.3906
O 3.9926 -5.6135 1.4049
O 5.5050 -4.1897 0.6771
C 2.6757 -3.7353 2.7882
C 1.8026 -2.7027 3.0393
O 0.2170 -1.2683 4.9871
O -1.3970 -0.6714 3.1671
H 1.2639 0.6310 2.1755
H 3.8482 -0.0363 2.3292
H 5.4153 -1.9557 1.7858
H 2.4053 -4.7739 2.9574
H 0.8262 -2.9558 3.4457
*
```

Its frontier orbital gap is 3.55 eV. The calculation puts the energy above the lowest of the compared OMol25 structures with the same formula, charge and spin at 0.877 eV. The LUMO energy comes out at -3.14 eV.


Q: What is the frontier orbital gap in the second record?
A: 3.55 eV